{
  "formula": "CHN2O3",
  "method": "the ωB97M-V functional and the def2-TZVPD basis",
  "homo_lumo_gap_ha": [0.145, 0.145],
  "e_lumo_ev": [3.17, 3.17],
  "total_charge": -1,
  "largest_force_ev_per_a": 3.8,
  "total_energy_ha": -373.78769,
  "mol_weight_da": 89.03,
  "de_lowest_kcal_mol": 89.7,
  "symbols": ["O", "O", "O", "N", "N", "C", "H"],
  "positions_angstrom": [[0.56, 1.76, 2.85], [-0.73, 1.74, -1.29], [0.51, -0.57, 2.67], [-0.25, 0.58, -0.71], [-1.43, 0.46, -1.32], [0.53, 0.62, 2.64], [-0.43, 0.81, 0.31]]
}